This record from the OMol25 dataset describes a cluster of 12 separate species, C5H35N2O12 in total in a non-equilibrium geometry. The level of theory is ωB97M-V/def2-TZVPD.

XYZ file:
```
54
Properties=species:S:1:pos:R:3:forces:R:3
N 1.054892 -1.260388 -0.937722 0.67 1.13 -0.62
C 1.064831 -0.463925 0.333857 -1.61 0.26 1.43
C 2.459071 -0.171569 0.876055 1.55 -2.01 -2.42
C 3.301027 0.326978 -0.358985 0.89 0.68 2.25
C 3.038415 -1.491495 1.435594 2.17 0.71 1.35
C 0.241790 0.820431 0.031678 0.70 -0.74 0.11
N 0.152869 1.698402 1.040101 0.57 0.05 1.12
O -0.162873 0.935777 -1.120062 -0.71 0.58 0.22
H 1.529709 -0.749961 -1.713543 -0.48 -0.23 0.30
H 0.082283 -1.438431 -1.318320 1.00 -0.28 0.70
H 1.579297 -2.110721 -0.732581 -0.63 -0.39 -0.25
H 0.601758 -1.155232 1.074041 -0.24 0.96 -0.64
H 2.587479 0.536395 1.683935 -0.84 0.43 -0.25
H 4.264309 0.663188 0.056575 -0.16 -0.01 -0.18
H 2.819376 1.244118 -0.707630 0.06 -0.37 -0.78
H 3.608381 -0.438460 -1.075472 -0.66 0.20 -0.21
H 2.934608 -1.570186 2.543265 -0.15 0.16 -0.72
H 2.717896 -2.429272 1.065448 -0.95 -0.70 -0.77
H 4.139947 -1.545192 1.254723 -0.63 0.33 0.22
H 0.632253 1.470136 1.909663 -0.29 -0.32 -0.41
H -0.316622 2.611995 1.064049 0.00 -0.93 -0.66
H -4.056625 0.483069 2.147564 -0.02 0.16 0.41
H -3.259166 1.183311 1.095385 0.11 0.04 0.59
O -3.209348 0.942329 2.064263 -0.41 -0.47 -0.71
H 2.125315 0.496282 3.849809 -0.12 0.24 0.38
H 0.708357 1.090558 4.206544 0.36 0.09 0.30
O 1.175104 0.353775 3.801102 -0.35 -0.25 -0.52
H -0.486288 -3.331314 0.315286 0.56 -0.63 0.53
H 0.695276 -3.929307 1.218507 -0.52 -0.10 -0.10
O 0.476702 -3.322041 0.505421 0.13 -0.01 -0.26
H 1.802001 3.669428 -1.094406 0.09 -0.14 -0.23
H 0.756840 2.854248 -1.966634 0.42 0.06 0.19
O 0.872850 3.542448 -1.294696 -0.47 0.18 -0.16
H -4.297220 2.415930 -0.255110 0.20 0.07 -0.13
H -2.742502 2.275197 -0.374792 -0.90 0.15 -0.21
O -3.597198 1.781096 -0.450992 0.47 -0.18 -0.04
H -0.906325 -0.908830 2.917186 -0.03 -0.10 -0.04
H -2.181631 -0.487853 2.123539 0.41 0.38 0.11
O -1.405292 -1.094715 2.113137 -0.32 0.03 0.07
H -2.212290 -1.729053 -1.903726 -0.29 -0.34 0.18
H -2.041559 -3.236724 -1.510358 -0.23 0.39 0.24
O -1.674711 -2.516398 -2.033589 0.82 0.34 -0.57
H -1.578325 4.433508 0.222306 -0.17 0.02 -0.14
H -0.818765 3.330100 -0.545493 -0.18 0.41 0.01
O -1.585275 3.485825 0.047329 0.45 0.27 -0.18
H -2.463974 0.612109 -3.380108 -0.61 0.44 -0.75
H -1.940567 0.997510 -4.920034 -1.10 0.09 0.13
O -1.766889 0.703181 -4.030001 1.87 -0.48 0.66
H 1.340574 -0.433560 -4.570201 0.00 -0.06 0.08
H 0.160852 0.018068 -3.689260 -0.12 0.00 -0.03
O 1.048760 -0.374141 -3.655035 0.05 0.12 0.08
H -3.096112 -3.292259 0.972743 0.32 -0.48 -0.39
H -1.943571 -2.361598 1.108012 0.31 -0.20 -0.11
O -2.229703 -3.132782 0.561630 -0.97 0.48 0.82
```
Forces are in eV/Å.

Charge: +1

This record from the OMol25 dataset describes a cluster of 12 separate species, C5H35NO11S2 in total in a non-equilibrium geometry. The level of theory is ωB97M-V/def2-TZVPD.

XYZ file:
```
54
Properties=species:S:1:pos:R:3:forces:R:3
C -3.646944 -0.800814 1.635472 -2.64 -0.92 -2.84
C -3.578954 -0.853657 0.035890 -3.05 1.38 1.19
S -1.924889 -0.756057 -0.529478 1.33 -0.28 -0.70
S -1.101935 -2.673966 -0.718969 -0.52 0.30 1.09
C -0.750193 -3.316867 1.041428 2.67 -0.13 -2.74
C 0.704347 -2.985569 1.508161 -0.53 -0.79 1.33
C 1.704556 -3.654949 0.505251 1.28 0.84 -0.39
N 0.910152 -1.553434 1.920327 -1.81 -2.51 2.31
H -2.899501 -1.344499 2.123706 1.67 -0.02 0.63
H -4.554204 -1.377734 1.911004 0.10 0.74 0.03
H -3.803036 0.240442 1.790746 0.24 0.49 1.25
H -4.220610 0.104839 -0.345247 2.02 -1.87 0.68
H -4.267055 -1.635518 -0.321055 0.99 -0.28 -0.24
H -0.918937 -4.378080 0.928721 0.33 -0.48 -0.12
H -1.521052 -3.005755 1.617097 -2.13 1.40 2.09
H 0.946447 -3.658248 2.459225 -1.09 1.74 -1.44
H 1.371476 -3.950775 -0.538620 -0.38 0.05 1.57
H 2.027970 -4.512700 1.159229 0.41 0.56 -1.71
H 2.576738 -2.974801 0.190909 -0.88 -0.94 1.16
H 0.069676 -1.153744 2.438742 1.62 -0.74 -1.10
H 1.174588 -0.953050 1.215695 0.37 1.35 -2.03
O -1.483464 4.631566 1.788392 1.30 -0.98 2.51
H -0.904483 4.217126 2.541735 -1.45 1.40 -2.13
H -2.322292 4.179574 2.016187 0.46 0.15 -0.33
O -0.909189 0.407914 -3.741009 -1.14 1.44 2.16
H -1.407687 1.140377 -4.114277 -0.35 -0.05 -1.13
H -0.864179 0.864319 -2.851407 0.03 -1.65 -0.57
O 3.000300 1.690876 -3.058942 0.14 -1.90 -2.20
H 3.830991 1.883562 -2.651187 0.92 0.36 0.43
H 3.233002 1.030498 -3.808928 -0.68 1.62 1.60
O 0.422824 1.180256 3.533284 -2.12 -1.02 3.74
H 1.037594 1.638379 3.046016 2.48 1.44 -2.25
H 0.865758 1.224781 4.427484 -0.96 -0.33 -1.28
O 2.285233 0.828696 -0.192706 1.39 -0.67 1.50
H 1.730802 0.303173 -0.740457 -1.24 0.12 -0.79
H 2.132545 1.753538 -0.284348 -0.75 0.96 -0.47
O -2.291567 2.305294 2.727030 -2.60 1.69 -0.09
H -2.582055 1.589403 2.196316 -0.07 -1.01 -0.71
H -1.483687 2.080118 3.096347 2.67 -1.16 1.12
O 0.993188 -1.018190 -4.632072 3.62 1.64 -4.72
H 0.936580 -1.492767 -3.892816 -0.46 -2.74 4.69
H 0.173271 -0.696427 -4.869705 -2.48 0.83 -0.40
O 0.520685 2.565574 -3.834640 0.85 -1.55 1.12
H 1.437075 2.506274 -3.507843 0.17 1.35 -0.32
H 0.414886 1.600833 -3.617568 -0.61 0.98 -1.14
O 2.468895 -0.874782 -2.343049 -0.30 -0.90 0.44
H 2.690327 0.043514 -2.212190 0.26 0.73 -0.35
H 2.485310 -1.208691 -1.443218 0.25 -0.61 -0.01
O -0.795839 2.899558 -0.147149 -0.02 -1.55 -3.48
H -0.909516 3.605162 0.509778 -0.69 0.81 -0.79
H -1.048325 3.024486 -1.162030 0.79 0.60 3.92
O 2.840635 0.756778 2.523066 0.99 -0.63 1.66
H 2.833824 -0.129716 2.968217 -0.28 1.16 -0.90
H 2.369918 0.663882 1.703455 -0.09 -0.42 -0.85
```
Forces are in eV/Å.

SMILES string: CCSSC[C@@H](C)N.O.O.O.O.O.O.O.O.O.O.O

This record from the OMol25 dataset describes a cluster of 13 separate species, C5H35NO12 in total in a non-equilibrium geometry. The level of theory is ωB97M-V/def2-TZVPD.

XYZ file:
```
53
Properties=species:S:1:pos:R:3:forces:R:3
C -2.661237 -1.269213 -0.042335 0.35 -0.11 -0.70
N -1.337431 -1.061774 0.517398 1.06 0.21 -0.38
C -0.230056 -1.528663 -0.424923 0.57 0.83 1.35
C 1.135060 -0.642169 -0.177858 -0.62 -3.46 -2.13
C 2.087332 -1.473244 0.612609 1.89 0.99 1.45
C 2.827442 -1.069820 1.646607 -0.90 1.46 -1.13
H -3.000856 -2.309635 -0.296720 0.70 0.57 -0.14
H -2.684969 -0.585305 -0.905768 -0.50 -0.62 -0.18
H -3.410508 -0.910889 0.614771 -0.70 0.49 0.87
H -1.195851 -1.402382 1.487091 0.18 -0.08 -0.98
H -0.495157 -1.275145 -1.449242 -0.38 -0.33 0.46
H -0.113572 -2.617120 -0.265368 0.37 0.74 -0.57
H 0.633039 0.158317 0.275849 0.80 1.55 0.64
H 1.688304 -0.392381 -1.175295 -1.45 -0.13 1.63
H 2.278041 -2.491199 0.367337 -0.32 -0.73 -0.89
H 2.639296 -0.081989 2.034867 0.07 0.59 -0.07
H 3.552180 -1.573989 2.221254 0.57 -1.16 0.20
H 0.429215 4.433136 1.008253 0.51 -0.36 -0.57
H -0.366482 4.276686 -0.234485 0.40 0.31 -0.42
O 0.558677 4.197287 0.051522 -1.29 0.45 1.08
H -1.483785 -3.672265 1.013060 1.64 -1.40 1.59
H -0.392815 -4.778513 0.965564 -0.01 -0.01 0.06
O -0.847368 -4.218371 1.606642 -1.64 1.25 -1.60
H 0.689622 3.736692 3.228626 0.94 -0.05 0.64
H -0.618910 3.134497 2.715785 1.19 2.03 -0.03
O -0.081894 4.013951 2.760117 -2.09 -1.78 -0.45
H 2.454442 2.914502 -2.283142 -1.06 -1.60 0.71
H 1.509197 3.382726 -1.340525 -1.09 0.78 1.32
O 1.752724 2.530568 -1.664018 2.52 0.56 -1.90
H 0.308926 2.065102 -4.405975 0.00 0.07 -0.03
H 1.003273 1.427967 -3.228219 0.05 0.24 0.84
O 1.135777 1.646715 -4.145577 -0.20 -0.32 -0.99
H -2.181994 1.929460 -2.189396 -1.34 1.02 -1.47
H -3.334016 1.565575 -3.178175 -0.71 -0.84 -0.42
O -2.815910 2.304167 -2.910859 1.92 -0.06 1.69
H -1.713940 -1.598834 -2.658483 1.26 0.48 -2.08
H -0.681782 -0.688896 -3.602519 -1.32 -1.51 0.45
O -1.173667 -1.568032 -3.518510 -0.08 1.30 1.08
H 0.374578 -2.704656 2.896018 -0.17 -1.11 1.48
H 0.634809 -1.066887 3.091007 0.51 0.45 2.22
O 0.478134 -1.833594 2.589670 -1.67 -0.26 -3.35
H -1.098900 0.880015 -0.402792 -0.03 1.17 -0.67
H -0.834376 2.467058 -0.307725 -0.24 -2.00 -1.53
O -1.025328 1.709498 -0.965086 0.23 0.30 2.31
H 1.158070 -3.944637 -2.596430 3.78 -1.31 -0.89
H 0.224960 -2.718956 -2.922052 0.18 -2.00 0.67
O 0.338537 -3.609866 -2.449673 -3.91 2.86 0.06
H -0.690301 0.745745 1.537309 -1.07 -1.81 -1.62
H 0.483462 1.671670 1.729717 4.60 2.08 -3.00
O -0.225881 1.311850 2.101734 -3.58 -0.32 4.88
H 2.133101 0.171567 3.990176 0.00 -1.51 0.70
H 0.841130 0.652829 4.236268 0.22 -2.68 1.10
O 1.347663 -0.239157 4.441899 -0.12 4.76 -1.32
```
Forces are in eV/Å.

This record from the OMol25 dataset describes a cluster of 13 separate species, C5H35NO12 in total in a non-equilibrium geometry. The level of theory is ωB97M-V/def2-TZVPD.

XYZ file:
```
53
Properties=species:S:1:pos:R:3:forces:R:3
C -0.124868 -0.541629 2.482476 1.02 0.99 -1.05
C -0.386546 0.370114 1.277631 -2.01 -0.82 0.62
C 0.339651 0.519201 0.180251 1.06 -0.53 0.64
N 0.018625 1.329691 -0.920010 -1.34 0.95 0.09
C 0.214220 0.800684 -2.243796 2.20 -1.15 -1.54
C -0.615780 1.388717 -3.345471 -1.66 -0.09 -0.93
H -0.983351 -0.627926 3.173567 0.58 0.48 -0.26
H 0.105104 -1.554189 2.145912 0.47 0.23 0.38
H 0.749983 0.013450 2.873615 -0.34 -1.11 1.00
H -1.364640 0.843987 1.411383 0.63 -0.16 -1.13
H 1.360532 0.081846 0.221745 -0.62 0.11 -0.66
H -0.974331 1.581713 -0.856687 0.33 -0.13 0.25
H 0.111089 -0.286228 -2.300421 -0.49 -0.20 0.31
H 1.262068 0.892671 -2.593457 -0.06 0.39 0.65
H -1.658189 1.029876 -3.265560 -0.03 0.88 0.56
H -0.458746 0.968570 -4.342992 1.01 -0.34 0.23
H -0.532382 2.466099 -3.542238 -0.21 -0.14 0.67
H 0.604094 -4.411061 -2.733133 -0.21 0.11 0.09
H 1.440953 -3.152715 -2.614263 -0.28 -0.18 -0.46
O 0.862184 -3.631214 -3.238989 0.57 0.36 0.19
H -1.215411 2.907253 2.292010 -0.04 1.41 -0.61
H -1.371674 1.617032 2.814390 0.37 0.03 1.09
O -0.925826 2.441022 3.069957 -0.75 -0.87 0.09
H 3.208198 -1.176003 -1.349613 -0.51 -0.47 0.62
H 3.741631 -2.026269 -2.364531 -0.05 -0.82 -0.37
O 3.075857 -2.090428 -1.669773 0.47 1.23 -0.10
H 0.512186 -5.112727 -0.290326 0.28 -0.28 -0.11
H -0.609655 -4.201158 -0.478523 -0.34 -0.06 -0.54
O -0.140009 -4.896187 -0.963971 -0.14 0.07 0.71
H 0.504686 3.688138 3.417256 0.25 0.31 -0.39
H 0.929800 4.088061 2.004924 -0.03 -0.04 -0.06
O 1.011549 4.357627 2.921798 0.02 -0.06 0.45
H 2.618575 3.228952 -0.903397 -0.49 -0.22 0.32
H 1.907444 2.391071 0.272175 0.78 0.60 -1.04
O 2.760547 2.622527 -0.167149 -0.23 -0.39 0.69
H 1.509803 -2.771033 0.394721 0.19 0.07 -0.22
H 2.079462 -3.747896 1.397178 -0.04 0.06 0.11
O 1.249449 -3.337303 1.128740 0.01 -0.08 -0.05
H -0.928641 -2.483491 0.734823 0.22 0.06 0.40
H -2.338947 -2.637989 1.372385 0.34 -0.11 0.09
O -1.867280 -2.395164 0.569577 -0.70 0.00 -0.49
H -1.301896 3.704695 -0.274145 -0.03 0.51 -0.30
H -1.930277 5.089380 0.236052 0.25 0.12 -0.48
O -1.743764 4.174891 0.437542 -0.09 -0.75 0.87
H -4.456078 -1.520534 -0.649077 -0.24 -0.74 -0.84
H -5.123114 -0.695315 -1.923420 0.04 -1.04 -0.18
O -4.727340 -0.704188 -1.057560 0.19 1.67 0.98
H -2.924928 0.213939 0.249272 -0.48 -0.26 -0.35
H -3.929639 1.426490 0.205345 -0.29 -0.44 -0.25
O -3.041398 1.148121 0.423018 0.54 0.81 0.37
H 3.343647 -0.171953 1.436845 -0.20 0.02 -0.03
H 4.822640 -0.239415 1.281285 0.34 0.02 -0.11
O 4.021511 -0.645524 0.945124 -0.22 0.00 0.10
```
Forces are in eV/Å.

Relative energy (zero: lowest compared OMol25 entry of this formula, charge and spin), respectively: 23.9, 127.5, 143.3, 97.1 kcal per mole.